DFT (ωB97M-V/def2-TZVPD) results for a 14-piece molecular cluster, C18H64N10O14 overall at a distorted geometry.

Positions of all 106 atoms, in Å:
1 C -1.179 -3.783 3.103
2 C -0.977 -2.301 3.383
3 O 0.405 -2.077 3.149
4 H -0.500 -4.363 3.793
5 H -0.862 -4.133 2.068
6 H -2.179 -4.071 3.332
7 H -1.197 -2.140 4.449
8 H -1.489 -1.632 2.710
9 H 0.688 -1.392 3.756
10 C 0.007 0.277 0.785
11 C 0.424 0.817 -0.485
12 O 0.170 -0.192 -1.432
13 H -0.986 -0.099 0.861
14 H 0.116 1.057 1.535
15 H 0.666 -0.511 1.122
16 H 1.545 1.022 -0.510
17 H -0.183 1.684 -0.721
18 H 0.454 0.104 -2.297
19 C -0.165 -3.979 -4.792
20 C -0.180 -3.193 -3.463
21 O -1.450 -3.340 -2.796
22 H -0.227 -5.068 -4.623
23 H 0.869 -3.833 -5.206
24 H -0.858 -3.565 -5.543
25 H 0.054 -2.136 -3.746
26 H 0.548 -3.618 -2.778
27 H -1.446 -2.821 -2.021
28 C -0.812 3.963 1.741
29 C -1.202 5.132 2.606
30 O -1.957 4.590 3.658
31 H -0.331 3.066 2.214
32 H -0.167 4.209 0.936
33 H -1.706 3.637 1.232
34 H -1.825 5.952 2.159
35 H -0.380 5.706 2.965
36 H -2.739 5.160 3.812
37 C -4.772 -0.219 1.501
38 O -3.676 0.608 1.512
39 N -5.649 -0.340 2.401
40 N -4.965 -1.147 0.601
41 H -5.780 0.452 3.048
42 H -6.363 -1.029 2.458
43 H -4.284 -1.204 -0.116
44 H -5.914 -1.498 0.445
45 C 0.765 0.731 4.501
46 O 1.268 1.699 3.674
47 N 1.450 -0.181 5.121
48 N -0.494 0.510 4.737
49 H 2.493 -0.132 5.034
50 H 1.205 -1.028 5.663
51 H -1.174 1.151 4.299
52 H -0.838 -0.077 5.467
53 C -0.721 4.303 -2.479
54 O 0.412 4.207 -1.640
55 N -1.834 4.967 -2.275
56 N -0.741 3.595 -3.566
57 H -1.938 5.591 -1.412
58 H -2.520 5.015 -3.047
59 H 0.270 3.350 -3.852
60 H -1.603 3.448 -4.118
61 C 1.653 -4.029 0.264
62 O 0.413 -4.009 -0.288
63 N 1.913 -3.555 1.457
64 N 2.652 -4.547 -0.342
65 H 1.234 -2.992 2.000
66 H 2.863 -3.294 1.737
67 H 2.618 -4.909 -1.289
68 H 3.633 -4.349 -0.080
69 C 1.822 1.701 -3.791
70 O 2.173 2.942 -3.354
71 N 2.772 0.846 -4.120
72 N 0.614 1.214 -3.634
73 H 3.660 1.279 -4.279
74 H 2.526 -0.141 -4.429
75 H -0.132 1.864 -3.280
76 H 0.104 0.474 -4.316
77 C 2.682 -1.532 -1.812
78 O 3.566 -0.455 -1.994
79 H 2.179 -1.569 -0.830
80 H 3.204 -2.462 -2.014
81 H 1.989 -1.546 -2.610
82 H 3.346 0.086 -2.762
83 C 3.364 -0.664 1.724
84 O 4.104 -1.839 1.548
85 H 4.074 0.110 1.965
86 H 2.629 -0.825 2.583
87 H 2.898 -0.375 0.792
88 H 4.649 -1.665 0.734
89 C -2.857 1.600 -1.093
90 O -3.239 2.982 -1.122
91 H -3.781 1.039 -1.108
92 H -2.214 1.393 -0.222
93 H -2.271 1.340 -2.007
94 H -2.589 3.435 -1.641
95 C -2.030 -2.584 0.191
96 O -2.443 -1.506 -0.715
97 H -1.070 -2.332 0.572
98 H -2.028 -3.536 -0.353
99 H -2.717 -2.615 1.076
100 H -1.761 -0.880 -0.849
101 C 3.929 2.315 -0.565
102 O 4.802 2.636 -1.603
103 H 4.017 2.961 0.289
104 H 4.011 1.247 -0.261
105 H 2.967 2.429 -1.061
106 H 4.544 3.422 -1.993

Results
HOMO level = -8.7 eV
calculated total energy = -63264.263 eV
max |F| = 0.1743 hartree/bohr
E_LUMO = 0.073 eV

Here are the Mulliken charges for atoms 1 to 2, given in e: atom 1 (C): -1.46, atom 2 (C): 0.50